Record 1
The following is a DFT calculation (ωB97M-V with the def2-TZVPD basis set) of one molecule with the formula C5H11NO.

## Properties
Total charge = 0
LUMO energy = 0.87 eV
Energy above the lowest of the compared OMol25 structures with the same formula, charge and spin = 1.0 kcal/mol
HOMO energy = -9.57 eV

Atoms and positions in Å:
C (2.02887, 0.68073, 0.42359)
C (1.68925, -0.45641, -0.53744)
C (0.57643, -1.37799, -0.01772)
N (-0.60875, -0.67088, 0.42861)
C (-1.57893, -0.26141, -0.43796)
C (-2.67966, 0.58461, 0.17603)
O (-1.55731, -0.53921, -1.62596)
H (2.82111, 1.32148, 0.02295)
H (1.15209, 1.31447, 0.59765)
H (2.36992, 0.30392, 1.39664)
H (1.37774, -0.04790, -1.50505)
H (2.57984, -1.07202, -0.71910)
H (0.26666, -2.06764, -0.80884)
H (0.94837, -1.97469, 0.82177)
H (-0.65067, -0.36144, 1.38570)
H (-2.52857, 1.62550, -0.12682)
H (-2.70986, 0.54093, 1.26916)
H (-3.64269, 0.26170, -0.22457)

These are the Löwdin partial charges, in e, on atoms 1 to 6: atom 1 (C): -0.1181, atom 2 (C): -0.2414, atom 3 (C): -0.2010, atom 4 (N): 0.0373, atom 5 (C): -0.5428, atom 6 (C): -0.0043

Record 2
The following is a DFT calculation (ωB97M-V with the def2-TZVPD basis set) of C5H11NO as an isolated structure.

## Properties
Total charge = 0
LUMO energy = 0.91 eV
Energy above the lowest of the compared OMol25 structures with the same formula, charge and spin = 76.8 kcal/mol
HOMO energy = -7.95 eV

Atoms and positions in Å:
C (2.37904, -0.51223, 0.71960)
C (1.27451, -0.13491, 1.49720)
N (-0.41535, 0.02547, 0.36381)
C (-1.75158, -0.43396, 0.70203)
C (-0.15846, 0.41312, -0.85248)
O (1.06526, 0.56311, -1.24348)
C (-1.21836, 0.71383, -1.90033)
H (2.72633, -1.54271, 0.77295)
H (3.17573, 0.22330, 0.59614)
H (1.73629, -0.05174, -0.47139)
H (1.18607, 0.91198, 1.77371)
H (0.80391, -0.82586, 2.18994)
H (-2.09199, -0.04128, 1.66620)
H (-2.49499, -0.13415, -0.04681)
H (-1.78755, -1.53086, 0.75351)
H (-0.73919, 1.23712, -2.72887)
H (-2.03248, 1.33410, -1.51046)
H (-1.65718, -0.21433, -2.28128)

These are the Löwdin partial charges, in e, on atoms 1 to 6: atom 1 (C): -0.1665, atom 2 (C): -0.0589, atom 3 (N): -0.0338, atom 4 (C): -0.0991, atom 5 (C): -0.4819, atom 6 (O): -0.0066

Record 3
The following is a DFT calculation (ωB97M-V with the def2-TZVPD basis set) of one molecule with the formula C5H11NO.

## Properties
Total charge = 0
LUMO energy = 1.13 eV
Energy above the lowest of the compared OMol25 structures with the same formula, charge and spin = 45.7 kcal/mol
HOMO energy = -9.45 eV

Atoms and positions in Å:
C (-0.00921, -0.20087, -2.21097)
C (-0.33276, 0.57770, -0.95996)
C (-1.69050, 0.58305, -0.35802)
N (-0.62994, -0.22215, 0.21620)
C (-0.05820, 0.18105, 1.49364)
C (1.39489, -0.26765, 1.52901)
O (1.46894, -1.66961, 1.40669)
H (1.02716, -0.55706, -2.18353)
H (-0.14201, 0.40369, -3.11449)
H (-0.66378, -1.07573, -2.27876)
H (0.25156, 1.48881, -0.80240)
H (-2.50625, 0.03909, -0.83065)
H (-1.99210, 1.48388, 0.17926)
H (-0.15910, 1.26148, 1.69647)
H (-0.59049, -0.36730, 2.27915)
H (1.96148, 0.23232, 0.72419)
H (1.85928, 0.00947, 2.48116)
H (0.81104, -1.90017, 0.73299)

These are the Löwdin partial charges, in e, on atoms 1 to 6: atom 1 (C): -0.0555, atom 2 (C): -0.3430, atom 3 (C): -0.1038, atom 4 (N): -0.1053, atom 5 (C): -0.1954, atom 6 (C): -0.2670

Record 4
The following is a DFT calculation (ωB97M-V with the def2-TZVPD basis set) of one molecule with the formula C5H11NO.

## Properties
Total charge = 0
LUMO energy = 0.88 eV
Energy above the lowest of the compared OMol25 structures with the same formula, charge and spin = 5.5 kcal/mol
HOMO energy = -9.57 eV

Atoms and positions in Å:
C (-0.26342, 2.77069, 0.07590)
N (-0.56557, 1.40815, -0.29847)
C (-0.27117, 0.38084, 0.55045)
O (0.05739, 0.58281, 1.70853)
C (-0.27405, -1.00147, -0.09928)
C (0.85164, -1.07096, -1.15645)
C (-0.09779, -2.09403, 0.94987)
H (-0.94434, 3.14462, 0.84581)
H (-0.32789, 3.40551, -0.80985)
H (0.75631, 2.81435, 0.46997)
H (-0.99637, 1.21928, -1.19123)
H (-1.24357, -1.12424, -0.60416)
H (1.75127, -1.52369, -0.72556)
H (1.12813, -0.07786, -1.52253)
H (0.55567, -1.67506, -2.01882)
H (0.00593, -3.07063, 0.46440)
H (0.80666, -1.89431, 1.53299)
H (-0.93595, -2.13381, 1.65084)

These are the Löwdin partial charges, in e, on atoms 1 to 6: atom 1 (C): -0.0815, atom 2 (N): -0.0099, atom 3 (C): -0.4890, atom 4 (O): 0.0650, atom 5 (C): -0.3430, atom 6 (C): -0.0620

Record 5
The following is a DFT calculation (ωB97M-V with the def2-TZVPD basis set) of C5H11NO as an isolated structure.

## Properties
Total charge = 0
LUMO energy = 0.86 eV
Energy above the lowest of the compared OMol25 structures with the same formula, charge and spin = 65.7 kcal/mol
HOMO energy = -9.60 eV

Atoms and positions in Å:
C (-0.84576, -1.12864, -0.79145)
C (-0.82793, 0.32142, -0.34236)
C (-1.86320, 0.61688, 0.74665)
N (0.53833, 0.78043, 0.16610)
C (1.70568, -0.27226, 0.88320)
C (1.52753, 0.85942, -0.78399)
O (1.58735, 0.23749, -1.82073)
H (-0.59395, -1.76049, 0.06441)
H (-1.83455, -1.42522, -1.15602)
H (-0.10765, -1.27669, -1.58164)
H (-1.11781, 0.94397, -1.21766)
H (-1.97559, 1.69285, 0.92367)
H (-2.85017, 0.21569, 0.47844)
H (-1.54717, 0.14638, 1.68075)
H (1.67796, 0.00307, 1.92256)
H (1.45102, -1.30626, 0.66172)
H (2.79401, -0.22630, 0.60165)
H (2.28190, 1.57826, -0.43528)

These are the Löwdin partial charges, in e, on atoms 1 to 6: atom 1 (C): -0.0789, atom 2 (C): -0.3960, atom 3 (C): -0.0754, atom 4 (N): 0.0004, atom 5 (C): 0.0346, atom 6 (C): -0.4863

Record 6
The following is a DFT calculation (ωB97M-V with the def2-TZVPD basis set) of an isolated ion of composition C5H11NO and charge +1.

## Properties
Spin multiplicity = 2
Total charge = +1
LUMO energy (alpha / beta) = -3.33 / -8.22 eV
<S²> = 0.77
Energy above the lowest of the compared OMol25 structures with the same formula, charge and spin = 20.6 kcal/mol
HOMO energy (alpha / beta) = -16.06 / -15.79 eV

Atoms and positions in Å:
C (2.08929, -0.84401, -0.78625)
C (0.93866, -1.13643, 0.13398)
N (-0.28417, -0.41415, 0.07782)
C (-0.42364, 0.90458, -0.53113)
C (-0.62816, 1.95834, 0.56044)
C (-1.48804, -1.05645, 0.55526)
O (0.98936, -2.03297, 0.93305)
H (1.91552, -0.10619, -1.56204)
H (2.26112, -1.77354, -1.32198)
H (2.97276, -0.62293, -0.19506)
H (-1.31529, 0.84962, -1.15362)
H (0.43140, 1.10320, -1.17092)
H (0.17928, 1.97492, 1.29015)
H (-1.60889, 1.85446, 1.02370)
H (-0.68176, 2.94366, 0.08785)
H (-2.22034, -1.08923, -0.24980)
H (-1.23184, -2.04403, 0.92203)
H (-1.89527, -0.46886, 1.38652)

These are the Löwdin partial charges, in e, on atoms 1 to 6: atom 1 (C): 0.0475, atom 2 (C): -0.3845, atom 3 (N): 0.0426, atom 4 (C): -0.1477, atom 5 (C): -0.0260, atom 6 (C): 0.0461

Record 7
The following is a DFT calculation (ωB97M-V with the def2-TZVPD basis set) of a 3-piece molecular cluster, C5H11NO2 overall.

## Properties
Total charge = 0
LUMO energy = 0.75 eV
Energy above the lowest of the compared OMol25 structures with the same formula, charge and spin = 36.4 kcal/mol
HOMO energy = -8.38 eV

Atoms and positions in Å:
C (-0.10061, 1.22167, -1.62780)
C (0.00171, 0.50723, -0.36715)
C (0.01880, -0.91870, -0.21066)
C (0.14385, -1.23042, 1.19671)
N (0.09953, 0.00960, 1.79550)
C (0.07205, 1.06297, 0.93628)
H (0.30826, 2.27940, -1.63405)
H (-1.10875, 1.17144, -1.99706)
H (0.43948, 0.65264, -2.36932)
H (-0.13506, -1.82060, -0.82221)
H (-0.02561, -2.06251, 1.87136)
H (0.29356, 0.02737, 2.80281)
H (0.20349, 2.10590, 1.27278)
O (-2.87299, -1.12170, -0.23594)
H (-2.39305, -0.66114, 0.47812)
H (-3.73852, -0.73818, -0.26235)
O (3.02543, 0.19769, -0.43381)
H (2.16140, -0.13076, -0.23882)
H (3.60705, -0.55190, -0.15440)

These are the Löwdin partial charges, in e, on atoms 1 to 6: atom 1 (C): -0.0663, atom 2 (C): -0.3484, atom 3 (C): -0.0879, atom 4 (C): -0.1022, atom 5 (N): -0.0397, atom 6 (C): -0.0729

Record 8
The following is a DFT calculation (ωB97M-V with the def2-TZVPD basis set) of one molecule with the formula C5H11NO2.

## Properties
Total charge = 0
LUMO energy = 0.77 eV
Energy above the lowest of the compared OMol25 structures with the same formula, charge and spin = 15.6 kcal/mol
HOMO energy = -8.33 eV

Atoms and positions in Å:
C (0.06402, -2.33232, 0.73472)
N (-0.35116, -0.96560, 0.90824)
C (0.70920, 0.02515, 1.04008)
C (0.19946, 1.41620, 0.69298)
C (0.20560, 1.74447, -0.81219)
C (-0.30577, 0.60212, -1.63764)
O (0.34014, -0.24270, -2.18773)
O (-1.67182, 0.62022, -1.67723)
H (0.40394, -2.74772, 1.68807)
H (-0.75250, -2.92925, 0.35272)
H (0.92385, -2.40758, 0.05589)
H (-1.15925, -0.63315, 0.40739)
H (1.54824, -0.24046, 0.38775)
H (1.01337, 0.01322, 2.08595)
H (0.86046, 2.11128, 1.21556)
H (-0.79979, 1.54743, 1.09962)
H (-0.46907, 2.57980, -0.95355)
H (1.21265, 1.93914, -1.14776)
H (-1.97158, -0.10026, -2.25288)

These are the Löwdin partial charges, in e, on atoms 1 to 6: atom 1 (C): -0.1335, atom 2 (N): -0.1358, atom 3 (C): -0.2456, atom 4 (C): -0.1709, atom 5 (C): -0.0964, atom 6 (C): -0.5444

| no. | E (Eh) |
| --- | --- |
| 1 | -327.1297 |
| 2 | -327.0090 |
| 3 | -327.0586 |
| 4 | -327.1226 |
| 5 | -327.0266 |
| 6 | -326.7912 |
| 7 | -402.3201 |
| 8 | -402.3532 |